--- a ---
The following is a DFT calculation (ωB97M-V/def2-TZVPD) of a cluster of 12 separate species, C48H132N12O12 in total.

Last columns: bonded neighbours and bond lengths (Å).
Atoms and positions in Å:
1 C -7.996 -17.864 12.612  C2 1.540, H7 1.090, H8 1.090, H9 1.090
2 C -7.352 -16.949 13.670  C1 1.540, C3 1.570, N6 1.429, H10 1.090
3 C -5.786 -17.034 13.593  C2 1.570, O4 1.462, H11 1.090, H12 1.090
4 O -5.287 -18.275 14.183  C3 1.462, C5 1.462
5 C -4.870 -18.250 15.585  O4 1.462, H13 1.090, H14 1.090, H15 1.090
6 N -7.998 -15.677 13.587  C2 1.429, H16 1.010, H17 1.010
7 H -9.050 -18.029 12.835  C1 1.090
8 H -7.636 -18.893 12.575  C1 1.090
9 H -7.945 -17.455 11.603  C1 1.090
10 H -7.579 -17.333 14.664  C2 1.090
11 H -5.383 -16.211 14.184  C3 1.090
12 H -5.579 -17.022 12.523  C3 1.090
13 H -4.128 -17.470 15.757  C5 1.090
14 H -4.447 -19.233 15.792  C5 1.090
15 H -5.767 -18.067 16.177  C5 1.090
16 H -9.000 -15.728 13.702  N6 1.010
17 H -7.730 -15.166 14.416  N6 1.010
18 C -18.998 -13.251 16.848  C19 1.578, H24 1.090, H25 1.090, H26 1.090
19 C -19.709 -14.098 15.722  C18 1.578, C20 1.518, N23 1.417, H27 1.090
20 C -19.544 -15.603 15.832  C19 1.518, O21 1.425, H28 1.090, H29 1.090
21 O -18.175 -15.997 15.793  C20 1.425, C22 1.428
22 C -17.965 -17.409 15.756  O21 1.428, H30 1.090, H31 1.090, H32 1.090
23 N -21.080 -13.742 15.764  C19 1.417, H33 1.010, H34 1.010
24 H -19.371 -13.484 17.845  C18 1.090
25 H -18.989 -12.201 16.557  C18 1.090
26 H -17.997 -13.680 16.903  C18 1.090
27 H -19.254 -13.789 14.781  C19 1.090
28 H -19.942 -16.071 14.932  C20 1.090
29 H -19.987 -15.923 16.775  C20 1.090
30 H -16.926 -17.728 15.840  C22 1.090
31 H -18.310 -17.855 14.823  C22 1.090
32 H -18.560 -17.857 16.552  C22 1.090
33 H -21.610 -14.003 14.946  N23 1.010
34 H -21.181 -12.743 15.878  N23 1.010
35 C -7.099 -15.904 20.255  C36 1.512, H41 1.090, H42 1.090, H43 1.090
36 C -8.113 -16.895 20.777  C35 1.512, C37 1.573, N40 1.427, H44 1.090
37 C -9.107 -17.283 19.620  C36 1.573, O38 1.485, H45 1.090, H46 1.090
38 O -10.152 -16.240 19.459  C37 1.485, C39 1.383
39 C -11.024 -16.372 18.394  O38 1.383, H47 1.090, H48 1.090, H49 1.090
40 N -7.252 -17.922 21.266  C36 1.427, H50 1.010, H51 1.010
41 H -6.418 -16.247 19.476  C35 1.090
42 H -6.562 -15.496 21.112  C35 1.090
43 H -7.684 -15.057 19.897  C35 1.090
44 H -8.605 -16.595 21.702  C36 1.090
45 H -9.510 -18.240 19.952  C37 1.090
46 H -8.596 -17.420 18.667  C37 1.090
47 H -11.440 -17.374 18.502  C39 1.090
48 H -10.549 -16.178 17.432  C39 1.090
49 H -11.842 -15.657 18.483  C39 1.090
50 H -6.444 -18.135 20.698  N40 1.010
51 H -7.790 -18.740 21.516  N40 1.010
52 C -16.590 -21.380 18.367  C53 1.536, H58 1.090, H59 1.090, H60 1.090
53 C -15.238 -20.699 18.108  C52 1.536, C54 1.502, N57 1.421, H61 1.090
54 C -14.995 -19.432 18.877  C53 1.502, O55 1.413, H62 1.090, H63 1.090
55 O -15.918 -18.395 18.610  C54 1.413, C56 1.397
56 C -15.843 -17.242 19.394  O55 1.397, H64 1.090, H65 1.090, H66 1.090
57 N -14.323 -21.753 18.377  C53 1.421, H67 1.010, H68 1.010
58 H -16.795 -22.259 17.757  C52 1.090
59 H -17.376 -20.643 18.200  C52 1.090
60 H -16.648 -21.741 19.394  C52 1.090
61 H -15.128 -20.429 17.058  C53 1.090
62 H -13.968 -19.105 18.714  C54 1.090
63 H -15.073 -19.593 19.952  C54 1.090
64 H -16.736 -16.653 19.189  C56 1.090
65 H -14.960 -16.604 19.370  C56 1.090
66 H -15.885 -17.552 20.439  C56 1.090
67 H -14.520 -22.639 17.934  N57 1.010
68 H -14.414 -22.015 19.348  N57 1.010
69 C -19.341 -12.727 11.606  C70 1.540, H75 1.090, H76 1.090, H77 1.090
70 C -18.584 -13.572 10.565  C69 1.540, C71 1.499, N74 1.476, H78 1.090
71 C -17.942 -14.830 11.066  C70 1.499, O72 1.423, H79 1.090, H80 1.090
72 O -16.886 -14.561 11.982  C71 1.423, C73 1.407
73 C -16.200 -15.645 12.558  O72 1.407, H81 1.090, H82 1.090, H83 1.090
74 N -19.658 -14.000 9.647  C70 1.476, H84 1.010, H85 1.010
75 H -19.755 -11.840 11.126  C69 1.090
76 H -18.607 -12.304 12.291  C69 1.090
77 H -20.047 -13.307 12.201  C69 1.090
78 H -17.939 -12.914 9.982  C70 1.090
79 H -17.511 -15.398 10.241  C71 1.090
80 H -18.689 -15.458 11.550  C71 1.090
81 H -16.824 -16.175 13.277  C73 1.090
82 H -15.357 -15.167 13.058  C73 1.090
83 H -15.848 -16.393 11.847  C73 1.090
84 H -20.343 -13.295 9.417  N74 1.010
85 H -20.217 -14.765 9.998  N74 1.010
86 C -11.302 -13.872 12.879  C87 1.573, H92 1.090, H93 1.090, H94 1.090
87 C -11.422 -14.496 14.319  C86 1.573, C88 1.547, N91 1.449, H95 1.090
88 C -12.828 -14.702 14.932  C87 1.547, O89 1.390, H96 1.090, H97 1.090
89 O -12.817 -15.350 16.161  C88 1.390, C90 1.419
90 C -14.066 -15.996 16.357  O89 1.419, H98 1.090, H99 1.090, H100 1.090
91 N -10.773 -15.791 14.272  C87 1.449, H101 1.010, H102 1.010
92 H -11.733 -14.628 12.222  C86 1.090
93 H -10.281 -13.600 12.611  C86 1.090
94 H -11.995 -13.035 12.964  C86 1.090
95 H -10.768 -13.930 14.981  C87 1.090
96 H -13.420 -15.292 14.232  C88 1.090
97 H -13.321 -13.736 15.043  C88 1.090
98 H -14.884 -15.278 16.299  C90 1.090
99 H -13.983 -16.342 17.387  C90 1.090
100 H -14.251 -16.872 15.736  C90 1.090
101 H -11.273 -16.364 13.607  N91 1.010
102 H -11.081 -16.249 15.118  N91 1.010
103 C -3.990 -13.869 16.145  C104 1.516, H109 1.090, H110 1.090, H111 1.090
104 C -5.029 -12.775 16.288  C103 1.516, C105 1.578, N108 1.441, H112 1.090
105 C -6.312 -13.367 16.992  C104 1.578, O106 1.413, H113 1.090, H114 1.090
106 O -7.057 -14.280 16.212  C105 1.413, C107 1.455
107 C -8.309 -14.679 16.836  O106 1.455, H115 1.090, H116 1.090, H117 1.090
108 N -4.579 -11.542 16.882  C104 1.441, H118 1.010, H119 1.010
109 H -4.170 -14.479 15.259  C103 1.090
110 H -4.080 -14.526 17.010  C103 1.090
111 H -2.960 -13.529 16.036  C103 1.090
112 H -5.371 -12.553 15.277  C104 1.090
113 H -6.936 -12.549 17.350  C105 1.090
114 H -6.052 -13.871 17.923  C105 1.090
115 H -8.995 -15.218 16.182  C107 1.090
116 H -8.917 -13.861 17.224  C107 1.090
117 H -7.995 -15.341 17.642  C107 1.090
118 H -3.926 -10.988 16.345  N108 1.010
119 H -4.098 -11.754 17.744  N108 1.010
120 C -7.773 -12.702 10.932  C121 1.551, H126 1.090, H127 1.090, H128 1.090
121 C -6.515 -13.543 11.273  C120 1.551, C122 1.558, N125 1.436, H129 1.090
122 C -5.826 -13.142 12.611  C121 1.558, O123 1.380, H130 1.090, H131 1.090
123 O -5.480 -11.807 12.661  C122 1.380, C124 1.479
124 C -4.448 -11.394 11.685  O123 1.479, H132 1.090, H133 1.090, H134 1.090
125 N -6.877 -14.915 11.050  C121 1.436, H135 1.010, H136 1.010
126 H -8.630 -12.930 11.565  C120 1.090
127 H -8.109 -12.850 9.906  C120 1.090
128 H -7.502 -11.651 11.029  C120 1.090
129 H -5.774 -13.466 10.477  C121 1.090
130 H -5.038 -13.774 13.021  C122 1.090
131 H -6.616 -13.318 13.341  C122 1.090
132 H -4.731 -11.715 10.683  C124 1.090
133 H -3.456 -11.820 11.835  C124 1.090
134 H -4.343 -10.318 11.826  C124 1.090
135 H -6.086 -15.521 11.213  N125 1.010
136 H -7.392 -15.145 11.887  N125 1.010
137 C -7.738 -8.638 13.266  C138 1.529, H143 1.090, H144 1.090, H145 1.090
138 C -7.211 -9.093 14.627  C137 1.529, C139 1.578, N142 1.438, H146 1.090
139 C -7.882 -10.404 15.194  C138 1.578, O140 1.429, H147 1.090, H148 1.090
140 O -9.253 -10.002 15.236  C139 1.429, C141 1.431
141 C -10.078 -10.955 15.913  O140 1.431, H149 1.090, H150 1.090, H151 1.090
142 N -5.838 -9.409 14.336  C138 1.438, H152 1.010, H153 1.010
143 H -7.229 -7.755 12.879  C137 1.090
144 H -8.790 -8.380 13.392  C137 1.090
145 H -7.720 -9.401 12.488  C137 1.090
146 H -7.250 -8.321 15.397  C138 1.090
147 H -7.481 -10.732 16.153  C139 1.090
148 H -7.713 -11.284 14.575  C139 1.090
149 H -9.735 -11.222 16.913  C141 1.090
150 H -10.324 -11.876 15.384  C141 1.090
151 H -11.099 -10.582 15.992  C141 1.090
152 H -5.864 -10.138 13.637  N142 1.010
153 H -5.409 -9.745 15.186  N142 1.010
154 C -14.307 -15.217 9.355  C155 1.553, H160 1.090, H161 1.090, H162 1.090
155 C -13.341 -14.760 8.228  C154 1.553, C156 1.525, N159 1.496, H163 1.090
156 C -11.971 -15.388 8.461  C155 1.525, O157 1.389, H164 1.090, H165 1.090
157 O -11.476 -15.052 9.714  C156 1.389, C158 1.388
158 C -10.102 -15.198 9.837  O157 1.388, H166 1.090, H167 1.090, H168 1.090
159 N -13.958 -15.285 6.970  C155 1.496, H169 1.010, H170 1.010
160 H -14.012 -14.897 10.354  C154 1.090
161 H -14.380 -16.303 9.398  C154 1.090
162 H -15.316 -14.829 9.213  C154 1.090
163 H -13.314 -13.671 8.215  C155 1.090
164 H -11.313 -15.119 7.635  C156 1.090
165 H -12.009 -16.476 8.410  C156 1.090
166 H -9.538 -15.020 8.921  C158 1.090
167 H -9.806 -16.228 10.034  C158 1.090
168 H -9.616 -14.630 10.630  C158 1.090
169 H -14.938 -15.043 6.991  N159 1.010
170 H -13.492 -14.945 6.141  N159 1.010
171 C -11.956 -10.825 19.022  C172 1.499, H177 1.090, H178 1.090, H179 1.090
172 C -12.609 -12.121 18.643  C171 1.499, C173 1.524, N176 1.422, H180 1.090
173 C -13.710 -11.864 17.621  C172 1.524, O174 1.443, H181 1.090, H182 1.090
174 O -14.673 -10.838 17.940  C173 1.443, C175 1.413
175 C -15.794 -10.800 17.080  O174 1.413, H183 1.090, H184 1.090, H185 1.090
176 N -11.637 -13.039 18.159  C172 1.422, H186 1.010, H187 1.010
177 H -12.698 -10.217 19.539  C171 1.090
178 H -11.453 -10.291 18.215  C171 1.090
179 H -11.241 -11.012 19.823  C171 1.090
180 H -13.060 -12.516 19.553  C172 1.090
181 H -14.176 -12.844 17.514  C173 1.090
182 H -13.273 -11.524 16.683  C173 1.090
183 H -15.633 -10.477 16.051  C175 1.090
184 H -16.544 -10.091 17.428  C175 1.090
185 H -16.269 -11.781 17.056  C175 1.090
186 H -12.115 -13.776 17.660  N176 1.010
187 H -11.210 -13.434 18.984  N176 1.010
188 C -11.746 -18.923 15.837  C189 1.498, H194 1.090, H195 1.090, H196 1.090
189 C -12.855 -19.636 15.126  C188 1.498, C190 1.534, N193 1.434, H197 1.090
190 C -12.869 -19.326 13.624  C189 1.534, O191 1.446, H198 1.090, H199 1.090
191 O -12.816 -17.898 13.398  C190 1.446, C192 1.392
192 C -12.826 -17.569 12.045  O191 1.392, H200 1.090, H201 1.090, H202 1.090
193 N -12.754 -21.035 15.420  C189 1.434, H203 1.010, H204 1.010
194 H -11.548 -19.188 16.875  C188 1.090
195 H -11.966 -17.856 15.801  C188 1.090
196 H -10.843 -19.120 15.259  C188 1.090
197 H -13.810 -19.290 15.522  C189 1.090
198 H -13.790 -19.702 13.178  C190 1.090
199 H -11.936 -19.682 13.185  C190 1.090
200 H -12.699 -16.525 11.762  C192 1.090
201 H -13.831 -17.808 11.697  C192 1.090
202 H -12.204 -18.172 11.382  C192 1.090
203 H -13.576 -21.506 15.069  N193 1.010
204 H -12.768 -21.307 16.392  N193 1.010

Calculated values
Multiplicity: 1
M, g mol⁻¹: 1069.7
Structure (SMILES): COC[C@H](C)N.COC[C@H](C)N.COC[C@H](C)N.COC[C@H](C)N.COC[C@H](C)N.COC[C@H](C)N.COC[C@H](C)N.COC[C@H](C)N.COC[C@H](C)N.COC[C@H](C)N.COC[C@H](C)N.COC[C@H](C)N

--- b ---
The following is a DFT calculation (ωB97M-V/def2-TZVPD) of a cluster of 12 separate species, C48H132N12O12 in total.

Last columns: bonded neighbours and bond lengths (Å).
Atoms and positions in Å:
1 C -1.080 -2.192 1.242  C2 1.538, H7 1.090, H8 1.090, H9 1.090
2 C -0.574 -0.787 0.870  C1 1.538, C3 1.559, N6 1.460, H10 1.090
3 C -0.614 -0.343 -0.624  C2 1.559, O4 1.399, H11 1.090, H12 1.090
4 O 0.489 -0.838 -1.329  C3 1.399, C5 1.416
5 C 0.722 -0.411 -2.659  O4 1.416, H13 1.090, H14 1.090, H15 1.090
6 N -1.321 0.134 1.721  C2 1.460, H16 1.010, H17 1.010
7 H -0.303 -2.898 0.949  C1 1.090
8 H -1.911 -2.331 0.550  C1 1.090
9 H -1.439 -2.444 2.239  C1 1.090
10 H 0.479 -0.698 1.138  C2 1.090
11 H -0.372 0.719 -0.646  C3 1.090
12 H -1.596 -0.556 -1.045  C3 1.090
13 H 1.677 -0.796 -3.017  C5 1.090
14 H 0.704 0.678 -2.703  C5 1.090
15 H -0.126 -0.676 -3.291  C5 1.090
16 H -1.297 -0.236 2.660  N6 1.010
17 H -0.903 1.048 1.827  N6 1.010
18 C 1.804 -1.632 7.752  C19 1.526, H24 1.090, H25 1.090, H26 1.090
19 C 0.995 -0.447 8.270  C18 1.526, C20 1.547, N23 1.456, H27 1.090
20 C 1.559 0.869 7.681  C19 1.547, O21 1.432, H28 1.090, H29 1.090
21 O 2.704 1.349 8.395  C20 1.432, C22 1.397
22 C 2.395 1.971 9.607  O21 1.397, H30 1.090, H31 1.090, H32 1.090
23 N -0.347 -0.620 7.734  C19 1.456, H33 1.010, H34 1.010
24 H 2.869 -1.542 7.968  C18 1.090
25 H 1.823 -1.677 6.664  C18 1.090
26 H 1.590 -2.568 8.269  C18 1.090
27 H 0.914 -0.374 9.355  C19 1.090
28 H 0.753 1.595 7.580  C20 1.090
29 H 1.836 0.672 6.646  C20 1.090
30 H 1.589 2.703 9.559  C22 1.090
31 H 3.266 2.561 9.893  C22 1.090
32 H 2.321 1.207 10.381  C22 1.090
33 H -0.809 0.058 8.323  N23 1.010
34 H -0.668 -1.512 8.081  N23 1.010
35 C 8.414 0.753 -5.012  C36 1.502, H41 1.090, H42 1.090, H43 1.090
36 C 9.531 1.479 -4.320  C35 1.502, C37 1.539, N40 1.468, H44 1.090
37 C 10.816 1.628 -5.153  C36 1.539, O38 1.432, H45 1.090, H46 1.090
38 O 11.874 2.170 -4.354  C37 1.432, C39 1.389
39 C 13.096 1.995 -4.991  O38 1.389, H47 1.090, H48 1.090, H49 1.090
40 N 9.012 2.823 -4.032  C36 1.468, H50 1.010, H51 1.010
41 H 8.116 1.287 -5.915  C35 1.090
42 H 7.508 0.786 -4.407  C35 1.090
43 H 8.612 -0.256 -5.373  C35 1.090
44 H 9.750 1.066 -3.335  C36 1.090
45 H 10.669 2.247 -6.039  C37 1.090
46 H 11.077 0.624 -5.488  C37 1.090
47 H 13.123 2.608 -5.891  C39 1.090
48 H 13.315 0.968 -5.285  C39 1.090
49 H 13.870 2.298 -4.286  C39 1.090
50 H 8.135 2.840 -3.532  N40 1.010
51 H 8.743 3.142 -4.952  N40 1.010
52 C -0.290 -6.416 -11.044  C53 1.535, H58 1.090, H59 1.090, H60 1.090
53 C -0.355 -5.617 -9.735  C52 1.535, C54 1.553, N57 1.425, H61 1.090
54 C 0.531 -4.343 -9.694  C53 1.553, O55 1.404, H62 1.090, H63 1.090
55 O 1.893 -4.677 -9.633  C54 1.404, C56 1.447
56 C 2.739 -3.549 -9.311  O55 1.447, H64 1.090, H65 1.090, H66 1.090
57 N -1.708 -5.244 -9.484  C53 1.425, H67 1.010, H68 1.010
58 H -0.626 -7.446 -10.926  C52 1.090
59 H 0.724 -6.587 -11.406  C52 1.090
60 H -0.839 -5.979 -11.877  C52 1.090
61 H -0.048 -6.412 -9.055  C53 1.090
62 H 0.216 -3.638 -8.924  C54 1.090
63 H 0.401 -3.806 -10.634  C54 1.090
64 H 3.760 -3.927 -9.372  C56 1.090
65 H 2.403 -3.103 -8.375  C56 1.090
66 H 2.600 -2.811 -10.100  C56 1.090
67 H -1.957 -4.597 -10.218  N57 1.010
68 H -2.446 -5.927 -9.579  N57 1.010
69 C -6.491 2.512 0.035  C70 1.536, H75 1.090, H76 1.090, H77 1.090
70 C -7.810 2.466 -0.752  C69 1.536, C71 1.550, N74 1.426, H78 1.090
71 C -7.560 2.041 -2.221  C70 1.550, O72 1.400, H79 1.090, H80 1.090
72 O -8.718 2.123 -3.004  C71 1.400, C73 1.385
73 C -8.538 1.628 -4.285  O72 1.385, H81 1.090, H82 1.090, H83 1.090
74 N -8.613 1.502 -0.075  C70 1.426, H84 1.010, H85 1.010
75 H -6.742 3.033 0.959  C69 1.090
76 H -5.645 3.122 -0.281  C69 1.090
77 H -6.030 1.542 0.218  C69 1.090
78 H -8.236 3.466 -0.822  C70 1.090
79 H -7.063 1.070 -2.225  C71 1.090
80 H -6.869 2.834 -2.506  C71 1.090
81 H -9.485 1.887 -4.758  C73 1.090
82 H -8.346 0.557 -4.339  C73 1.090
83 H -7.825 2.181 -4.897  C73 1.090
84 H -8.080 0.648 -0.163  N74 1.010
85 H -9.453 1.449 -0.634  N74 1.010
86 C 3.085 2.982 -9.868  C87 1.551, H92 1.090, H93 1.090, H94 1.090
87 C 3.960 3.516 -8.705  C86 1.551, C88 1.523, N91 1.446, H95 1.090
88 C 5.142 4.376 -9.131  C87 1.523, O89 1.438, H96 1.090, H97 1.090
89 O 5.906 4.825 -7.999  C88 1.438, C90 1.448
90 C 7.091 5.591 -8.321  O89 1.448, H98 1.090, H99 1.090, H100 1.090
91 N 3.104 4.246 -7.797  C87 1.446, H101 1.010, H102 1.010
92 H 3.625 2.445 -10.649  C86 1.090
93 H 2.463 3.762 -10.305  C86 1.090
94 H 2.366 2.258 -9.484  C86 1.090
95 H 4.363 2.761 -8.030  C87 1.090
96 H 4.751 5.210 -9.714  C88 1.090
97 H 5.776 3.821 -9.823  C88 1.090
98 H 7.561 6.155 -7.515  C90 1.090
99 H 7.052 6.262 -9.179  C90 1.090
100 H 7.779 4.788 -8.586  C90 1.090
101 H 3.586 4.648 -7.006  N91 1.010
102 H 2.932 5.118 -8.277  N91 1.010
103 C 11.349 -5.090 -1.356  C104 1.559, H109 1.090, H110 1.090, H111 1.090
104 C 9.967 -5.783 -1.555  C103 1.559, C105 1.540, N108 1.432, H112 1.090
105 C 8.801 -4.812 -1.819  C104 1.540, O106 1.450, H113 1.090, H114 1.090
106 O 7.548 -5.533 -1.926  C105 1.450, C107 1.427
107 C 6.410 -4.693 -2.116  O106 1.427, H115 1.090, H116 1.090, H117 1.090
108 N 10.224 -6.646 -2.669  C104 1.432, H118 1.010, H119 1.010
109 H 11.655 -4.334 -2.079  C103 1.090
110 H 12.140 -5.835 -1.443  C103 1.090
111 H 11.353 -4.684 -0.345  C103 1.090
112 H 9.694 -6.285 -0.627  C104 1.090
113 H 9.017 -4.225 -2.711  C105 1.090
114 H 8.752 -4.182 -0.931  C105 1.090
115 H 6.218 -4.290 -3.110  C107 1.090
116 H 6.392 -3.810 -1.477  C107 1.090
117 H 5.515 -5.154 -1.699  C107 1.090
118 H 9.530 -7.374 -2.752  N108 1.010
119 H 10.084 -6.063 -3.482  N108 1.010
120 C 3.882 3.029 1.002  C121 1.558, H126 1.090, H127 1.090, H128 1.090
121 C 3.351 4.381 0.439  C120 1.558, C122 1.556, N125 1.448, H129 1.090
122 C 3.114 5.448 1.546  C121 1.556, O123 1.419, H130 1.090, H131 1.090
123 O 2.083 5.008 2.416  C122 1.419, C124 1.423
124 C 2.001 5.676 3.670  O123 1.423, H132 1.090, H133 1.090, H134 1.090
125 N 4.344 4.934 -0.459  C121 1.448, H135 1.010, H136 1.010
126 H 4.940 3.118 1.247  C120 1.090
127 H 3.705 2.222 0.291  C120 1.090
128 H 3.325 2.823 1.917  C120 1.090
129 H 2.412 4.170 -0.072  C121 1.090
130 H 3.039 6.472 1.179  C122 1.090
131 H 4.055 5.474 2.095  C122 1.090
132 H 2.830 5.293 4.264  C124 1.090
133 H 1.076 5.496 4.218  C124 1.090
134 H 2.117 6.760 3.653  C124 1.090
135 H 3.987 5.681 -1.037  N125 1.010
136 H 5.184 5.237 0.014  N125 1.010
137 C -5.184 2.604 8.386  C138 1.540, H143 1.090, H144 1.090, H145 1.090
138 C -5.103 3.221 9.795  C137 1.540, C139 1.567, N142 1.477, H146 1.090
139 C -6.463 3.030 10.549  C138 1.567, O140 1.382, H147 1.090, H148 1.090
140 O -6.610 3.791 11.692  C139 1.382, C141 1.398
141 C -6.572 5.174 11.488  O140 1.398, H149 1.090, H150 1.090, H151 1.090
142 N -3.898 2.637 10.420  C138 1.477, H152 1.010, H153 1.010
143 H -5.377 1.536 8.490  C137 1.090
144 H -4.251 2.728 7.837  C137 1.090
145 H -5.930 3.098 7.764  C137 1.090
146 H -4.853 4.248 9.528  C138 1.090
147 H -6.613 1.955 10.656  C139 1.090
148 H -7.314 3.242 9.902  C139 1.090
149 H -6.972 5.751 12.322  C141 1.090
150 H -7.286 5.417 10.702  C141 1.090
151 H -5.590 5.544 11.195  C141 1.090
152 H -4.044 2.458 11.403  N142 1.010
153 H -3.151 3.317 10.434  N142 1.010
154 C -6.970 -2.823 4.543  C155 1.550, H160 1.090, H161 1.090, H162 1.090
155 C -7.182 -3.848 3.400  C154 1.550, C156 1.578, N159 1.459, H163 1.090
156 C -8.615 -4.498 3.510  C155 1.578, O157 1.438, H164 1.090, H165 1.090
157 O -8.683 -5.171 4.780  C156 1.438, C158 1.435
158 C -9.867 -5.970 4.904  O157 1.435, H166 1.090, H167 1.090, H168 1.090
159 N -6.914 -3.173 2.135  C155 1.459, H169 1.010, H170 1.010
160 H -5.922 -2.556 4.681  C154 1.090
161 H -7.419 -3.087 5.500  C154 1.090
162 H -7.520 -1.945 4.202  C154 1.090
163 H -6.474 -4.652 3.602  C155 1.090
164 H -8.676 -5.253 2.726  C156 1.090
165 H -9.443 -3.797 3.403  C156 1.090
166 H -9.930 -6.612 5.783  C158 1.090
167 H -10.060 -6.506 3.974  C158 1.090
168 H -10.704 -5.302 5.108  C158 1.090
169 H -6.041 -2.678 2.250  N159 1.010
170 H -6.675 -3.918 1.496  N159 1.010
171 C -3.827 -2.954 12.083  C172 1.530, H177 1.090, H178 1.090, H179 1.090
172 C -4.848 -3.304 10.998  C171 1.530, C173 1.554, N176 1.451, H180 1.090
173 C -4.565 -4.598 10.186  C172 1.554, O174 1.438, H181 1.090, H182 1.090
174 O -3.339 -4.424 9.456  C173 1.438, C175 1.419
175 C -3.061 -5.445 8.511  O174 1.419, H183 1.090, H184 1.090, H185 1.090
176 N -6.146 -3.435 11.635  C172 1.451, H186 1.010, H187 1.010
177 H -3.760 -3.761 12.813  C171 1.090
178 H -4.179 -2.105 12.669  C171 1.090
179 H -2.855 -2.776 11.623  C171 1.090
180 H -4.817 -2.407 10.379  C172 1.090
181 H -5.420 -4.708 9.518  C173 1.090
182 H -4.527 -5.477 10.830  C173 1.090
183 H -3.282 -5.133 7.490  C175 1.090
184 H -3.641 -6.352 8.680  C175 1.090
185 H -1.987 -5.627 8.544  C175 1.090
186 H -6.835 -3.866 11.036  N176 1.010
187 H -6.029 -4.088 12.397  N176 1.010
188 C -2.783 4.795 -7.526  C189 1.534, H194 1.090, H195 1.090, H196 1.090
189 C -3.113 3.835 -6.376  C188 1.534, C190 1.583, N193 1.439, H197 1.090
190 C -3.128 2.311 -6.804  C189 1.583, O191 1.438, H198 1.090, H199 1.090
191 O -4.017 2.074 -7.909  C190 1.438, C192 1.422
192 C -4.151 0.690 -8.206  O191 1.422, H200 1.090, H201 1.090, H202 1.090
193 N -2.198 4.040 -5.285  C189 1.439, H203 1.010, H204 1.010
194 H -2.760 5.817 -7.148  C188 1.090
195 H -3.508 4.843 -8.338  C188 1.090
196 H -1.869 4.505 -8.044  C188 1.090
197 H -4.133 4.021 -6.038  C189 1.090
198 H -3.465 1.711 -5.958  C190 1.090
199 H -2.143 2.016 -7.165  C190 1.090
200 H -4.656 0.541 -9.161  C192 1.090
201 H -4.765 0.145 -7.490  C192 1.090
202 H -3.208 0.150 -8.296  C192 1.090
203 H -2.388 3.356 -4.567  N193 1.010
204 H -1.224 4.029 -5.552  N193 1.010

Calculated values
Multiplicity: 1
M, g mol⁻¹: 1069.7
Structure (SMILES): COC[C@H](C)N.COC[C@H](C)N.COC[C@H](C)N.COC[C@H](C)N.COC[C@H](C)N.COC[C@H](C)N.COC[C@H](C)N.COC[C@H](C)N.COC[C@H](C)N.COC[C@H](C)N.COC[C@H](C)N.COC[C@H](C)N

How do the structures above rank in stability at the extremes? a comes first and b comes last.